Record 1
Density functional theory data (ωB97M-V with the def2-TZVPD basis set) for C13H17P in the gas phase at a distorted geometry.

XYZ file:
```
31
Properties=species:S:1:pos:R:3:forces:R:3:mulliken_charge:R:1
C -1.725 -1.781 -1.953 -2.31 0.20 0.56 -1.77
C -0.903 -0.899 -1.091 -0.89 1.57 2.55 0.94
C 0.290 -1.428 -0.706 1.09 -1.47 -0.56 0.24
C 0.724 -2.789 -1.152 2.42 -0.31 2.43 -1.70
P 1.352 -0.821 0.432 -0.20 2.72 0.35 0.21
C 3.088 -0.746 -0.060 -0.31 -1.99 0.52 -1.36
C 0.627 0.699 1.047 -0.04 -0.12 -0.45 0.34
C 1.403 1.524 1.935 0.93 -2.13 -0.47 -0.41
C 0.928 2.764 2.231 -2.10 -0.52 1.53 -0.99
C -0.478 2.931 1.983 1.15 2.52 -0.49 -0.58
C -1.246 2.201 1.134 0.26 0.49 1.31 -0.93
C -0.715 1.040 0.562 2.63 -1.86 -0.76 1.03
C -1.368 0.297 -0.473 -1.46 1.42 -0.66 0.98
C -2.636 1.150 -0.881 1.52 -0.02 1.52 -1.92
H -1.802 -2.888 -1.821 0.47 1.10 0.50 0.44
H -1.444 -1.614 -2.937 0.55 0.09 -2.23 0.46
H -2.744 -1.409 -1.877 -0.24 -0.11 -0.16 0.38
H 1.738 -2.785 -1.616 -0.84 -0.07 -0.37 0.27
H -0.005 -3.354 -1.674 -0.15 -0.50 -0.47 0.33
H 0.971 -3.276 -0.143 -0.46 -0.42 -1.34 0.34
H 1.648 -1.490 1.595 -0.08 -1.22 0.76 0.03
H 3.375 -0.312 -0.945 0.06 1.97 -2.00 0.43
H 3.554 -1.727 -0.236 -0.52 -0.25 0.77 0.43
H 3.538 -0.309 0.787 0.98 0.64 0.86 0.42
H 2.355 1.030 2.389 -1.50 1.37 -0.97 0.23
H 1.321 3.426 2.989 0.59 0.00 -0.22 0.34
H -0.903 3.904 2.304 0.18 -0.78 0.13 0.30
H -2.236 2.595 1.008 -0.22 -0.41 -0.13 0.30
H -2.353 2.289 -0.779 -1.00 -2.48 -0.57 0.40
H -3.442 0.832 -0.182 0.10 0.80 -0.53 0.35
H -2.911 0.946 -1.872 -0.61 -0.24 -1.41 0.50
```
Forces are in eV/Å.

## Properties
orbital gap: 7.03 eV
HOMO level: -6.21 eV
relative energy (zero: lowest compared OMol25 entry of this formula, charge and spin): 216.6 kJ/mol
calculated total energy: -23041.9969 eV
SMILES string: CC1=C(C)[P@@H](C)=c2ccccc2=C1C

Record 2
Density functional theory data (ωB97M-V with the def2-TZVPD basis set) for a molecular structure, C14H22F3NO4P2S3Sm at a distorted geometry.

XYZ file:
```
50
Properties=species:S:1:pos:R:3:forces:R:3:lowdin_spin:R:1
Sm 0.458 -0.213 -0.661 -2.48 2.66 4.16 5.07
C -1.933 2.935 -1.640 0.20 -0.24 0.01 0.00
P -1.860 1.373 -0.684 -1.60 0.60 0.08 -0.01
C -2.449 1.947 0.958 0.33 -0.11 -0.10 0.00
C -3.342 0.431 -1.200 0.22 -0.13 -0.09 0.00
C -4.457 1.087 -1.710 0.02 0.01 0.01 0.00
C -5.594 0.386 -2.064 -0.01 0.04 0.02 0.00
C -5.631 -0.988 -1.900 0.01 -0.05 0.01 0.00
C -4.529 -1.652 -1.393 0.00 0.00 0.05 0.00
C -3.373 -0.963 -1.040 0.25 0.09 -0.08 0.00
P -1.926 -1.878 -0.346 -1.21 -0.46 0.05 -0.01
C -1.935 -3.462 -1.277 0.22 0.24 0.01 0.00
C -2.623 -2.448 1.256 0.40 0.18 -0.07 0.00
H -2.752 3.579 -1.321 -0.02 -0.06 -0.02 0.00
H -2.022 2.716 -2.703 -0.01 0.04 -0.04 0.00
H -0.989 3.455 -1.475 -0.02 0.04 -0.03 0.00
H -3.406 2.458 0.853 0.01 -0.02 -0.03 0.00
H -1.713 2.626 1.382 0.05 0.06 0.15 0.00
H -2.563 1.094 1.624 0.01 0.00 0.08 0.00
H -4.436 2.158 -1.831 -0.05 0.14 -0.05 0.00
H -6.449 0.912 -2.460 -0.09 0.04 -0.04 0.00
H -6.518 -1.541 -2.166 -0.10 -0.08 -0.04 0.00
H -4.576 -2.722 -1.270 -0.04 -0.14 0.00 0.00
H -2.868 -4.013 -1.152 0.04 0.07 0.01 0.00
H -1.118 -4.078 -0.897 -0.03 -0.01 -0.04 0.00
H -1.757 -3.265 -2.334 -0.02 -0.05 0.00 0.00
H -3.598 -2.911 1.113 0.02 0.01 -0.06 0.00
H -2.714 -1.611 1.944 -0.02 0.03 0.06 0.00
H -1.932 -3.173 1.686 -0.02 -0.02 0.09 0.00
C 1.262 3.885 1.511 0.12 -0.22 -0.50 0.00
S 1.976 3.072 0.048 0.27 -0.22 1.13 0.00
C 3.230 2.062 0.896 -0.21 0.23 -0.22 0.00
O 0.941 2.031 -0.366 -0.06 0.19 -0.03 -0.01
H 0.954 3.142 2.244 0.11 -0.10 -0.07 0.00
H 0.407 4.476 1.200 -0.05 0.07 -0.23 0.00
H 2.016 4.547 1.921 0.21 0.11 0.04 0.00
H 3.994 2.701 1.328 0.05 0.13 0.00 0.00
H 3.678 1.422 0.138 0.03 0.06 -0.06 0.00
H 2.760 1.452 1.667 -0.13 0.14 -0.02 0.00
S 0.422 1.330 3.814 -0.11 0.35 0.93 -0.01
C 0.494 0.391 2.553 0.05 -0.67 -0.96 0.00
N 0.567 -0.283 1.575 -0.04 -0.03 0.87 -0.01
F 2.679 1.120 -2.392 0.23 -0.21 -0.60 0.00
C 1.843 0.469 -3.227 0.03 0.87 0.27 0.00
F 0.604 1.007 -2.929 0.27 -0.10 -0.52 0.00
F 2.129 0.788 -4.465 -0.05 -0.75 0.40 0.00
S 1.740 -1.354 -2.625 1.52 0.12 -3.76 0.00
O 2.409 -2.199 -3.528 0.10 -0.23 0.01 0.00
O 0.288 -1.442 -2.503 -0.42 -1.38 -0.98 -0.01
O 2.291 -1.148 -1.293 2.00 -1.22 0.20 -0.01
```
Forces are in eV/Å.

## Properties
orbital gap (alpha / beta): 8.08 / 9.10 eV
⟨S²⟩: 8.76
total charge: +1
2S+1: 6
HOMO level (alpha / beta): -11.60 / -11.61 eV
calculated total energy: -101690.9871 eV

Record 3
Density functional theory data (ωB97M-V with the def2-TZVPD basis set) for 2 unconnected molecules or ions with the total composition C4H12 at a distorted geometry.

XYZ file:
```
16
Properties=species:S:1:pos:R:3:forces:R:3:mulliken_charge:R:1
C -1.347 2.367 1.521 0.70 0.22 -0.17 -0.96
C -1.096 1.023 0.806 -0.37 1.37 0.19 -0.66
H -2.239 2.838 1.116 -0.19 -0.01 0.17 0.28
H -1.418 2.264 2.592 -0.38 -0.12 0.36 0.29
H -0.545 3.100 1.370 0.07 -0.27 -0.11 0.29
H -0.440 0.358 1.355 0.06 -0.12 0.08 0.28
H -0.643 1.282 -0.150 -0.14 -0.50 -0.20 0.21
H -2.089 0.596 0.684 0.25 -0.55 -0.29 0.26
C 0.639 -1.470 -1.584 -0.05 0.18 -0.02 -0.46
C 1.802 -1.964 -0.735 0.17 -0.47 0.12 -0.87
H 0.105 -2.304 -2.026 -0.20 -0.13 -0.01 0.29
H -0.050 -0.893 -0.971 -0.19 -0.09 -0.07 -0.06
H 0.926 -0.832 -2.421 0.23 0.08 0.12 0.27
H 1.682 -3.020 -0.473 -0.27 0.21 0.35 0.26
H 1.969 -1.374 0.166 -0.19 -0.07 0.04 0.28
H 2.743 -1.973 -1.251 0.51 0.26 -0.55 0.30
```
Forces are in eV/Å.

## Properties
orbital gap: 12.82 eV
HOMO level: -11.70 eV
relative energy (zero: lowest compared OMol25 entry of this formula, charge and spin): 24.3 kJ/mol
calculated total energy: -4342.2762 eV
SMILES string: CC.CC

Record 4
Density functional theory data (ωB97M-V with the def2-TZVPD basis set) for a molecular structure, C13H20Br37NbOP at a distorted geometry.

XYZ file:
```
73
Properties=species:S:1:pos:R:3:forces:R:3:mulliken_charge:R:1
C 0.609 -1.685 -0.454 -0.44 -1.41 -0.10 -0.56
Nb 2.095 0.022 -0.981 -2.52 -0.55 0.56 -0.73
P 3.661 -1.858 -1.859 0.89 -0.50 1.22 0.24
O 4.788 -2.145 -0.524 -1.05 -0.12 -0.30 -0.63
Br 4.809 -1.136 -3.689 0.30 -0.01 0.72 -0.20
H 0.432 -1.752 0.713 0.09 0.23 -2.26 0.18
H 1.073 -2.733 -0.767 -1.08 1.97 0.61 0.24
H -0.404 -1.566 -1.061 1.90 -0.31 1.42 0.01
H 2.926 -0.150 0.624 -0.12 -0.44 0.43 0.00
H 3.269 1.314 -1.457 0.08 0.24 -0.42 0.12
H 1.299 0.218 -2.593 0.07 -0.10 -0.79 0.15
H 1.009 1.279 -0.265 0.40 0.47 0.34 -0.02
H 4.273 -2.097 0.335 0.61 0.24 -1.54 0.32
C 3.565 0.890 -7.356 -0.16 -0.23 -0.17 -0.35
Br 5.378 0.515 -6.760 -0.42 0.19 -0.22 -0.07
Br 2.236 0.107 -6.171 0.37 0.27 -0.23 0.09
Br 3.269 2.795 -7.617 0.09 -0.40 0.08 -0.04
H 3.444 0.411 -8.333 0.09 0.25 0.46 0.32
C 6.055 5.746 -5.472 -0.01 -0.38 0.19 0.43
Br 4.615 6.924 -4.905 0.37 -0.28 -0.19 0.00
Br 5.858 3.956 -4.737 -0.06 0.56 -0.23 0.13
Br 6.247 5.716 -7.408 -0.05 0.05 0.43 -0.03
H 6.985 6.158 -5.065 -0.79 -0.44 -0.41 -0.48
C -3.235 -3.413 -0.026 -0.16 -0.16 -0.11 -0.10
Br -1.799 -4.407 -0.881 -0.46 0.24 0.22 -0.01
Br -2.839 -3.029 1.840 -0.07 -0.07 -0.40 -0.01
Br -3.689 -1.801 -1.016 0.16 -0.44 0.26 0.03
H -4.121 -4.056 -0.038 0.38 0.29 0.03 0.07
C -7.730 -4.759 -0.797 -0.20 -0.12 -0.01 -0.37
Br -6.293 -5.754 -1.653 -0.27 0.31 0.22 -0.03
Br -7.333 -4.376 1.068 -0.06 -0.05 -0.49 0.08
Br -8.183 -3.147 -1.787 0.18 -0.40 0.27 0.00
H -8.616 -5.403 -0.810 0.42 0.30 0.01 0.34
C -9.971 -3.688 4.668 -0.07 0.02 0.20 -0.32
Br -10.273 -5.551 4.194 0.12 0.47 0.07 -0.06
Br -8.098 -3.192 4.496 -0.44 -0.09 0.07 0.01
Br -11.132 -2.490 3.668 0.35 -0.28 0.22 -0.03
H -10.235 -3.581 5.725 0.13 -0.06 -0.49 0.39
C -5.199 -5.329 7.358 0.21 -0.05 0.05 -0.37
Br -5.214 -3.518 8.066 -0.07 -0.45 -0.23 0.04
Br -6.863 -6.266 7.729 0.33 0.25 -0.13 -0.03
Br -4.758 -5.362 5.463 -0.15 0.06 0.47 0.01
H -4.404 -5.871 7.880 -0.38 0.25 -0.24 0.36
C 9.177 3.085 -2.301 -0.07 -0.33 0.10 -0.39
Br 9.162 4.897 -1.592 -0.03 -0.30 -0.21 -0.06
Br 7.513 2.149 -1.929 0.51 0.26 -0.04 0.08
Br 9.618 3.053 -4.195 -0.06 0.08 0.39 -0.05
H 9.973 2.544 -1.778 -0.35 0.29 -0.25 0.37
C 5.702 1.927 1.639 0.03 0.06 -0.66 -0.23
Br 5.409 0.481 0.371 1.03 0.61 0.85 0.13
Br 4.027 2.692 2.265 0.37 -0.20 -0.08 -0.05
Br 6.842 1.374 3.116 -0.20 0.09 -0.19 -0.08
H 6.235 2.719 1.103 -0.21 -0.29 0.32 0.26
C -9.064 0.993 4.705 0.10 -0.22 -0.01 -0.06
Br -7.660 2.134 5.420 -0.39 -0.26 -0.20 -0.02
Br -10.811 1.458 5.423 0.40 -0.07 -0.18 -0.02
Br -9.062 0.975 2.760 0.00 0.05 0.53 0.01
H -8.844 -0.028 5.035 -0.10 0.42 -0.16 0.08
C -1.414 -1.343 -4.934 0.21 0.23 -0.04 -0.27
Br -3.150 -2.159 -5.258 0.30 0.11 0.09 -0.07
Br -1.526 0.113 -3.650 -0.06 -0.47 -0.42 -0.04
Br -0.079 -2.662 -4.419 -0.34 0.38 -0.05 -0.02
H -1.083 -0.908 -5.883 -0.17 -0.21 0.42 0.32
C -2.060 -1.399 10.259 0.24 0.10 -0.03 -0.33
Br -3.501 -0.221 10.826 0.30 -0.33 -0.16 -0.01
Br -2.257 -3.190 10.994 0.00 0.42 -0.18 -0.02
Br -1.869 -1.429 8.323 -0.08 0.01 0.54 0.01
H -1.131 -0.987 10.666 -0.44 -0.20 -0.18 0.34
C 8.572 9.605 -5.216 0.16 0.14 0.04 -0.37
Br 7.132 10.783 -4.649 0.33 -0.35 -0.17 -0.01
Br 8.375 7.815 -4.481 0.55 0.91 0.05 0.06
Br 8.763 9.576 -7.152 -0.11 -0.03 0.50 -0.01
H 9.501 10.018 -4.809 -0.44 -0.21 -0.18 0.34
```
Forces are in eV/Å.

## Properties
orbital gap: 5.23 eV
total charge: -1
HOMO level: -4.45 eV
calculated total energy: -2618254.4189 eV

Record 5
Density functional theory data (ωB97M-V with the def2-TZVPD basis set) for 2 unconnected molecules or ions with the total composition C2HN3O3 at a distorted geometry.

XYZ file:
```
9
Properties=species:S:1:pos:R:3:forces:R:3:lowdin_spin:R:1
C 0.471 1.027 1.799 -1.91 0.58 -3.29 0.10
C 0.500 -0.648 -0.408 -2.69 -1.79 0.52 0.32
N 1.110 0.968 2.754 1.73 -0.09 3.11 0.42
N -0.052 0.936 0.652 0.85 -1.28 -0.65 0.51
N -0.738 -0.867 -1.224 4.54 1.80 0.44 0.13
O -1.662 -0.122 -1.150 -2.68 1.97 1.06 0.13
O 1.605 -1.005 -0.499 0.85 0.84 -0.21 0.23
O -0.583 -1.768 -1.980 -0.14 -2.83 -1.40 0.14
H -0.650 1.478 0.056 -0.55 0.81 0.40 0.01
```
Forces are in eV/Å.

## Properties
orbital gap (alpha / beta): 7.00 / 7.07 eV
⟨S²⟩: 2.03
2S+1: 3
HOMO level (alpha / beta): -7.72 / -11.39 eV
relative energy (zero: lowest compared OMol25 entry of this formula, charge and spin): 272.8 kJ/mol
calculated total energy: -12694.2742 eV

Record 6
Density functional theory data (ωB97M-V with the def2-TZVPD basis set) for C2H7OPS in the gas phase at a distorted geometry.

XYZ file:
```
12
Properties=species:S:1:pos:R:3:forces:R:3:mulliken_charge:R:1
C -0.725 0.505 1.683 1.45 -1.43 -2.43 -0.66
O 0.529 -0.010 1.156 0.70 -0.51 -1.33 -0.37
P 1.081 0.167 -0.484 -2.26 0.61 3.21 0.40
C -0.104 -0.864 -1.433 -1.83 1.87 -1.45 -0.97
S 2.943 -0.217 -0.548 -0.07 -0.01 -0.37 -0.35
H -1.453 0.346 0.926 -1.21 -0.25 -0.34 0.27
H -0.578 1.506 1.780 0.12 3.13 0.49 0.32
H -1.002 0.108 2.620 0.06 -1.01 0.90 0.26
H 0.642 1.566 -0.627 0.41 -1.18 -0.38 0.08
H -0.275 -1.841 -1.027 0.62 -0.63 0.10 0.35
H -1.169 -0.443 -1.522 1.39 0.02 0.87 0.32
H 0.109 -0.823 -2.523 0.61 -0.59 0.74 0.34
```
Forces are in eV/Å.

## Properties
orbital gap: 9.95 eV
HOMO level: -9.13 eV
relative energy (zero: lowest compared OMol25 entry of this formula, charge and spin): 115.5 kJ/mol
calculated total energy: -24358.8726 eV
SMILES string: CO[P@H](C)=S

> Which of these has the highest calculated total energy?

C4H12

Copy entry 6 word for word.
Density functional theory data (ωB97M-V with the def2-TZVPD basis set) for C2H7OPS in the gas phase at a distorted geometry.

XYZ file:
```
12
Properties=species:S:1:pos:R:3:forces:R:3:mulliken_charge:R:1
C -0.725 0.505 1.683 1.45 -1.43 -2.43 -0.66
O 0.529 -0.010 1.156 0.70 -0.51 -1.33 -0.37
P 1.081 0.167 -0.484 -2.26 0.61 3.21 0.40
C -0.104 -0.864 -1.433 -1.83 1.87 -1.45 -0.97
S 2.943 -0.217 -0.548 -0.07 -0.01 -0.37 -0.35
H -1.453 0.346 0.926 -1.21 -0.25 -0.34 0.27
H -0.578 1.506 1.780 0.12 3.13 0.49 0.32
H -1.002 0.108 2.620 0.06 -1.01 0.90 0.26
H 0.642 1.566 -0.627 0.41 -1.18 -0.38 0.08
H -0.275 -1.841 -1.027 0.62 -0.63 0.10 0.35
H -1.169 -0.443 -1.522 1.39 0.02 0.87 0.32
H 0.109 -0.823 -2.523 0.61 -0.59 0.74 0.34
```
Forces are in eV/Å.

## Properties
orbital gap: 9.95 eV
HOMO level: -9.13 eV
relative energy (zero: lowest compared OMol25 entry of this formula, charge and spin): 115.5 kJ/mol
calculated total energy: -24358.8726 eV
SMILES string: CO[P@H](C)=S

> calculated total energy of number 2 (C14H22F3NO4P2S3Sm)?

-101690.9871 eV

> Which formula does entry 6 have?

C2H7OPS